Entry 1:
A structure of composition C19H28N10O4PSc at a distorted geometry. Source: the Open Molecules 2025 dataset; level of theory: wB97M-V/def2-TZVPD.

The geometry in ORCA input format:
```
! RIJCOSX wB97M-V def2-TZVPD def2/J DEFGRID3
* xyz 2 1
Sc 0.3516 -0.6510 0.9988
C 0.4569 -0.6018 -4.6126
N -0.0920 -0.3322 -3.3035
C -1.4400 -0.1589 -2.9452
C -1.5117 -0.3150 -1.5839
N -0.2846 -0.5820 -1.0808
C 0.5752 -0.5686 -2.1268
P 2.3963 -0.7795 -2.0161
C 2.8862 0.4150 -0.6992
N 2.1840 0.6624 0.4211
C 2.9919 1.4478 1.2148
C 4.1103 1.7037 0.5219
N 4.0712 1.0405 -0.6898
C 5.0715 1.0271 -1.7256
C 2.2333 -2.1738 -0.8843
N 1.7843 -2.1469 0.3346
C 2.0545 -3.3896 0.8578
C 2.5895 -4.1826 -0.0872
N 2.6981 -3.4085 -1.2037
C 3.2373 -3.7256 -2.5784
H 1.1749 0.2371 -4.8098
H -0.2867 -0.4064 -5.3501
H 0.8942 -1.6038 -4.7027
H -2.1564 -0.1225 -3.7064
H -2.4695 -0.2334 -0.9881
H 2.6713 1.8493 2.1841
H 5.0115 2.1254 0.9128
H 5.5848 0.0681 -1.8037
H 5.7628 1.8179 -1.4741
H 4.5779 1.3107 -2.6330
H 1.9032 -3.6213 1.8962
H 2.8684 -5.2226 -0.0218
H 4.2111 -3.3681 -2.7273
H 2.4437 -3.2626 -3.2543
H 3.1497 -4.8324 -2.7477
C 0.2995 -1.9260 5.5477
O -0.8789 -2.0473 4.6265
C -0.6739 -1.6910 3.4042
O 0.3665 -1.2191 2.9473
H -0.0501 -2.4291 6.4401
H 0.4004 -0.8671 5.8327
H 1.2435 -2.2617 5.0584
O -1.5354 -1.5374 1.3679
O -1.7585 -1.9076 2.6683
C -4.4363 3.5836 -0.7580
C -4.8158 2.8827 0.5465
C -4.9360 1.3942 0.2961
C -3.7772 3.2629 1.6285
N -2.4017 2.7486 1.3768
C -2.0281 1.5365 1.6671
N -0.8240 1.3630 1.2109
N -0.3933 2.5376 0.7641
N -1.3250 3.3737 0.8730
H -5.2168 3.3371 -1.4683
H -3.5214 3.1203 -1.1393
H -4.2253 4.6896 -0.6517
H -5.7995 3.1088 0.9743
H -4.1854 0.9529 -0.4034
H -5.9301 1.1284 -0.0750
H -4.9191 0.8249 1.1549
H -4.1053 2.8477 2.6031
H -3.6323 4.3857 1.7999
H -2.6449 0.7919 2.1219
*
```

The calculation puts the strongest force on any atom at 4.0 eV/A. The LUMO energy is -0.2026 Eh. The calculation puts the energy relative to the best compared isomer or geometry (same formula, charge and spin) at 28.4 kcal/mol. The gap between HOMO and LUMO is 9.13 eV.

---

Entry 2:
The molecule C19H28N2OS2 at a distorted geometry. Source: the Open Molecules 2025 dataset; level of theory: wB97M-V/def2-TZVPD.

The geometry in ORCA input format:
```
! RIJCOSX wB97M-V def2-TZVPD def2/J DEFGRID3
* xyz 0 1
C 3.8563 1.8278 -2.9464
C 3.8327 1.5838 -1.4418
C 5.2208 1.2305 -0.9130
C 5.3280 1.1694 0.6122
C 4.5320 0.0295 1.2612
C 3.1376 0.4571 1.7137
C 2.3548 -0.6550 2.4151
C 2.2357 -1.9176 1.5808
H 1.4202 -2.5581 1.9123
H 3.1589 -2.4961 1.5893
S 1.9616 -1.5662 -0.2247
O 1.9408 -2.9128 -0.8260
C 0.2392 -1.0820 -0.1068
C -0.8501 -1.8193 -0.4835
N -0.8033 -3.0634 -1.0347
H -1.6083 -3.6570 -0.9499
H 0.1121 -3.4917 -1.0697
C -2.0727 -1.0831 -0.2949
C -3.3984 -1.4457 -0.5118
C -4.4061 -0.5324 -0.2511
C -4.0513 0.7406 0.2276
N -2.7948 1.0993 0.4392
C -1.8480 0.2216 0.1857
S -0.1584 0.5538 0.4028
C -5.0785 1.7994 0.5006
C -6.4838 1.2259 0.6346
C -6.7643 0.2915 -0.5364
C -5.8441 -0.9213 -0.4517
H -5.9341 -1.5318 -1.3537
H -6.1516 -1.5464 0.3942
H -7.8053 -0.0367 -0.5252
H -6.5881 0.8232 -1.4740
H -7.2115 2.0387 0.6584
H -6.5699 0.6696 1.5707
H -4.7836 2.3472 1.3969
H -5.0495 2.5108 -0.3307
H -3.6446 -2.4302 -0.8870
H 2.8413 -0.9067 3.3616
H 1.3582 -0.2750 2.6477
H 2.5586 0.8102 0.8613
H 3.2334 1.2947 2.4084
H 4.4603 -0.7951 0.5503
H 5.0764 -0.3345 2.1365
H 5.0070 2.1237 1.0349
H 6.3848 1.0439 0.8600
H 5.5286 0.2698 -1.3326
H 5.9281 1.9840 -1.2704
H 3.1383 0.7690 -1.2337
H 3.4691 2.4809 -0.9356
H 4.5198 2.6543 -3.1929
H 2.8595 2.0679 -3.3087
H 4.2062 0.9403 -3.4690
*
```

The calculation puts the strongest force on any atom at 1.5 eV/A. The LUMO energy is 0.0182 Eh. The calculation puts the energy relative to the best compared isomer or geometry (same formula, charge and spin) at 5.3 kcal/mol. The gap between HOMO and LUMO is 8.11 eV.

---

Entry 3:
The ion C19H28NO2 with charge +1 at a distorted geometry. Source: the Open Molecules 2025 dataset; level of theory: wB97M-V/def2-TZVPD.

The geometry in ORCA input format:
```
! RIJCOSX wB97M-V def2-TZVPD def2/J DEFGRID3
* xyz 1 1
C 3.6857 -4.0840 0.8139
H 3.0539 -4.9569 0.6725
H 4.3369 -3.9848 -0.0506
H 4.3065 -4.2532 1.6882
C 2.8425 -2.8257 1.0109
C 1.9609 -2.6189 -0.2199
H 2.5961 -2.6097 -1.1090
H 1.2840 -3.4710 -0.3006
N 1.1260 -1.3790 -0.2577
C 2.0124 -0.1995 -0.4150
H 2.7576 -0.1948 0.3811
H 2.5120 -0.2614 -1.3851
C 1.2725 1.1562 -0.3624
O 0.5629 1.5510 -1.2466
O 1.5887 1.7930 0.7425
C 1.0405 3.1113 0.9438
C 1.8119 4.1595 0.1605
H 1.7127 3.9854 -0.9080
H 2.8648 4.1382 0.4296
H 1.4110 5.1414 0.3912
H -0.0113 3.0983 0.6453
H 1.1221 3.2766 2.0186
C 0.2125 -1.4494 -1.4462
C -0.9604 -2.4208 -1.3434
C -1.7169 -2.4213 -2.6693
H -2.5711 -3.0885 -2.6079
H -2.0789 -1.4240 -2.9033
H -1.0791 -2.7583 -3.4824
H -1.6455 -2.1081 -0.5551
H -0.6254 -3.4381 -1.1339
H 0.8279 -1.7182 -2.3079
H -0.1887 -0.4486 -1.6160
C 0.3487 -1.2446 1.0149
C -0.6813 -0.2310 0.9307
C -1.5675 0.5838 0.8861
C -2.5732 1.5714 0.7932
C -2.6209 2.3989 -0.3307
C -3.6005 3.3689 -0.4211
C -4.5313 3.5182 0.5956
C -4.4841 2.6954 1.7104
C -3.5094 1.7218 1.8161
H -3.4645 1.0766 2.6807
H -5.2099 2.8127 2.5003
H -5.2951 4.2765 0.5187
H -3.6390 4.0099 -1.2884
H -1.8903 2.2759 -1.1170
H 1.0462 -0.9828 1.8160
H -0.1041 -2.2136 1.2431
H 2.2364 -2.9531 1.9080
H 3.5151 -1.9814 1.1660
*
```

The calculation puts the strongest force on any atom at 1.2 eV/A. The SMILES is CCC[N+](CC#Cc1ccccc1)(CCC)CC(=O)OCC. The LUMO energy is -0.0808 Eh. The calculation puts the energy relative to the best compared isomer or geometry (same formula, charge and spin) at 0.0 kcal/mol. The gap between HOMO and LUMO is 9.37 eV.

---

Entry 4:
A structure of composition C19H29Br2N4O4ReS at a distorted geometry. Source: the Open Molecules 2025 dataset; level of theory: wB97M-V/def2-TZVPD.

The geometry in ORCA input format:
```
! RIJCOSX wB97M-V def2-TZVPD def2/J DEFGRID3
* xyz 3 2
Re -0.4742 -0.2709 -0.5724
C -4.9378 5.0753 4.4296
C -4.0450 4.5061 3.3743
C -4.2873 4.7823 2.0222
C -3.4624 4.2892 1.0337
C -2.3729 3.5010 1.4138
C -2.0970 3.2126 2.7498
C -2.9407 3.7171 3.7167
S -1.3323 2.9220 0.1750
O 0.0414 2.9865 0.5501
O -1.7723 3.3100 -1.1211
N -1.5687 1.1540 0.1524
C -2.7986 0.4731 0.1674
C -4.0990 0.8749 0.3574
C -5.0803 -0.1046 0.2249
C -4.7399 -1.4169 -0.0964
C -3.4089 -1.7481 -0.2682
N -2.4627 -0.8153 -0.1133
H -5.9861 5.0260 4.1370
H -4.7278 6.1413 4.5515
H -4.7965 4.6022 5.3977
H -5.1339 5.4014 1.7534
H -3.6323 4.5224 -0.0102
H -1.2236 2.6305 3.0203
H -2.7390 3.5141 4.7607
H -4.3457 1.9017 0.5856
H -6.1199 0.1632 0.3693
H -5.4986 -2.1794 -0.2092
H -3.0940 -2.7552 -0.5100
Br 3.0331 1.5829 1.0209
C 2.5608 2.3205 -0.6599
Br 1.2804 1.2090 -1.7088
H 3.4330 2.3823 -1.3006
H 2.0536 3.2642 -0.5167
C -1.0681 -1.1551 -4.2540
N -1.2002 -2.4777 -3.6353
C -0.7558 -2.8142 -2.4412
N -0.8873 -4.0618 -1.9959
O -0.1792 -1.9462 -1.6657
H -1.9579 -0.9455 -4.8407
H -0.1980 -1.1172 -4.9071
H -0.9597 -0.3863 -3.4919
H -1.5734 -3.2081 -4.2259
H -1.1441 -4.8242 -2.6066
H -0.4573 -4.3145 -1.1208
C -0.2812 -0.3802 2.6085
C 0.7435 -1.3748 2.1253
O 1.0733 -1.1867 0.7037
C 2.0653 -2.1866 0.2669
C 2.7830 -1.8254 -1.0086
H -0.3318 -0.4412 3.6964
H -1.2788 -0.6014 2.2255
H 0.0186 0.6364 2.3382
H 0.4039 -2.4015 2.2718
H 1.6733 -1.2343 2.6739
H 1.5703 -3.1568 0.2059
H 2.7967 -2.2376 1.0727
H 2.1117 -1.7091 -1.8544
H 3.4792 -2.6343 -1.2355
H 3.3720 -0.9180 -0.8780
*
```

The calculation puts the strongest force on any atom at 1.7 eV/A. The expectation value of S² is 0.815. The LUMO energy (spin up / spin down) is -0.4418 / -0.4201 Eh. The calculation puts the energy relative to the best compared isomer or geometry (same formula, charge and spin) at 45.5 kcal/mol. The gap between HOMO and LUMO (spin up / spin down) is 5.00 / 5.60 eV.